The following is a quantum chemistry calculation of a molecular structure, C25H29BHgN2O4P, from the OMol25 dataset.

Molar mass (u): 663.893
Relative energy (zero: lowest compared OMol25 entry of this formula, charge and spin) (kcal/mol): 3.2
HOMO (alpha / beta) (eV): -5.76 / -8.03
LUMO energy (alpha / beta) (Ha): 0.0176 / -0.0148
Spin multiplicity: 2
Kohn-Sham gap (alpha / beta) (eV): 6.24 / 7.62
Max |F| (eV/Å): 0.56

Element x y z (Å)
Hg: 0.27097 -0.25195 -1.09587
O: -0.08321 -5.62518 4.28032
C: -0.24091 -4.37922 4.79341
O: -0.40504 -4.25012 5.97628
C: -0.19628 -3.24708 3.84157
C: -0.01925 -1.96088 4.35805
C: 0.01401 -0.85358 3.54385
C: -0.14052 -0.97149 2.14539
C: -0.32316 -2.27411 1.63785
C: -0.34288 -3.37863 2.45653
N: -0.09033 0.06459 1.25226
C: -0.02248 1.33839 1.63947
C: 0.15768 2.40724 0.73632
C: 0.24921 3.73809 1.21941
C: 0.35625 4.78202 0.34310
C: 0.38594 4.51429 -1.03647
C: 0.34108 3.19670 -1.43754
N: 0.22799 2.16191 -0.60588
H: 0.11611 -5.58667 3.33994
H: 0.10208 -1.85512 5.42782
H: 0.18711 0.11560 3.98945
H: -0.44477 -2.39626 0.56645
H: -0.51196 -4.34747 1.99842
H: -0.11514 1.61019 2.68701
H: 0.23140 3.90386 2.28893
H: 0.40664 5.80178 0.70167
H: 0.45254 5.31025 -1.76359
H: 0.39518 2.94313 -2.49240
O: 3.15799 -1.12349 -0.47426
B: 2.37389 -0.60223 -1.49432
O: 3.17222 0.08598 -2.39596
C: 4.45479 0.00421 -1.91676
C: 5.61582 0.54322 -2.42639
C: 6.77888 0.32956 -1.69501
C: 6.76931 -0.40885 -0.51624
C: 5.59727 -0.96645 -0.01792
C: 4.44520 -0.73585 -0.73808
H: 5.61973 1.11095 -3.34646
H: 7.71188 0.74837 -2.04709
H: 7.69462 -0.55192 0.02526
H: 5.58754 -1.54597 0.89466
C: -3.79683 -2.25008 -0.29410
C: -3.89194 -0.73087 -0.41292
P: -2.55904 0.02261 -1.43949
C: -3.10132 -0.42902 -3.14542
C: -2.05027 -0.07432 -4.19550
C: -3.03512 1.80541 -1.40640
C: -3.12600 2.38515 0.00525
H: -4.60845 -2.62381 0.32987
H: -2.85436 -2.53995 0.17155
H: -3.87220 -2.73822 -1.26620
H: -3.80131 -0.28887 0.58131
H: -4.85296 -0.42750 -0.83763
H: -4.04485 0.07995 -3.35570
H: -3.28452 -1.50569 -3.15540
H: -1.84012 0.99635 -4.20072
H: -2.39457 -0.35799 -5.18996
H: -1.11596 -0.60276 -3.99778
H: -3.98857 1.92446 -1.92795
H: -2.27083 2.33915 -1.97572
H: -4.02901 2.04369 0.51033
H: -3.15987 3.47363 -0.04139
H: -2.25935 2.10083 0.60084